71
Properties=species:S:1:pos:R:3 method="wB97M-V/def2-TZVPD" max_force_ev_per_a=1.62 e_homo_ha=-0.448 total_charge=+1 homo_lumo_gap_ev=8.29
C 2.011 -1.768 0.580
C 1.309 -0.644 -0.172
S 0.779 -1.265 -1.787
C 0.605 0.180 -2.834
P -0.658 1.401 -2.295
I -1.251 2.596 -4.313
C -2.095 0.659 -1.484
C -3.142 0.089 -2.460
C -2.835 -1.308 -2.980
S -3.141 -2.551 -1.706
O -1.929 -3.233 -1.466
O -3.751 -1.923 -0.593
O -4.184 -3.609 -2.266
O 0.102 2.458 -1.401
C -0.261 2.564 0.008
C 0.575 3.669 0.621
C 2.060 3.262 0.621
C 0.327 5.058 0.007
C -1.164 5.367 -0.233
C 1.120 5.360 -1.263
H 2.434 -1.367 1.491
H 1.268 -2.497 0.883
H 2.777 -2.224 -0.032
H 1.975 0.209 -0.244
H 0.425 -0.391 0.401
H 0.340 -0.091 -3.850
H 1.519 0.767 -2.888
H -1.730 -0.184 -0.899
H -2.600 1.350 -0.822
H -3.278 0.726 -3.329
H -4.098 0.048 -1.959
H -1.848 -1.446 -3.398
H -3.531 -1.520 -3.788
H -4.038 -3.791 -3.211
H -1.307 2.806 0.145
H -0.029 1.656 0.553
H 0.291 3.732 1.669
H 2.717 4.112 0.508
H 2.285 2.785 1.568
H 2.236 2.526 -0.157
H 0.666 5.778 0.747
H -1.445 5.120 -1.251
H -1.328 6.417 -0.033
H -1.760 4.809 0.483
H 0.987 4.623 -2.047
H 2.182 5.499 -1.097
H 0.749 6.299 -1.662
C 6.760 3.601 1.961
O 5.863 2.487 1.898
C 6.057 1.576 2.854
O 6.889 1.625 3.718
O 5.162 0.596 2.684
C 5.264 -0.456 3.650
H 6.497 4.258 1.137
H 6.643 4.138 2.900
H 7.790 3.272 1.841
H 5.091 -0.074 4.654
H 6.238 -0.937 3.593
H 4.493 -1.181 3.405
C -3.478 -8.209 2.651
O -4.280 -7.051 2.406
C -4.424 -6.746 1.116
O -3.947 -7.349 0.189
O -5.189 -5.657 1.029
C -5.426 -5.220 -0.312
H -3.444 -8.341 3.729
H -3.925 -9.090 2.196
H -2.467 -8.064 2.275
H -5.951 -5.991 -0.876
H -4.496 -4.965 -0.802
H -6.055 -4.336 -0.256